[1]
65
Properties=species:S:1:pos:R:3:forces:R:3:mulliken_charge:R:1 method="wB97M-V/def2-TZVPD" lumo_ev=-6.0470 multiplicity=1 homo_energy_ev=-12.4 charge=+2 energy_ev=-59746.7737
Pb -0.58508 -2.04102 1.29742 0.0 0.1 0.1 0.8122
C -0.42049 -3.07374 -3.19757 0.0 0.0 0.1 -0.8060
C -0.83536 -2.69046 -1.91793 0.0 0.0 -0.1 -0.2052
N 0.01181 -2.46582 -0.93260 -0.1 0.0 0.0 -0.0477
C 1.35277 -2.62157 -1.13504 0.0 0.0 0.1 -0.0816
C 1.85611 -2.98809 -2.39800 0.0 0.0 0.0 1.0414
C 0.92036 -3.21511 -3.43062 0.1 0.0 0.0 -0.5515
C 3.25429 -3.10842 -2.58005 -0.1 0.0 0.0 -0.9676
C 4.08134 -2.84976 -1.52744 0.0 0.0 0.1 -1.1277
C 3.58160 -2.48873 -0.25693 0.0 0.0 -0.1 -0.3445
C 2.22806 -2.38832 -0.02584 -0.1 0.1 -0.1 0.5556
N 1.61496 -2.01319 1.15713 0.1 -0.1 0.1 -0.3610
C 2.37814 -1.64169 2.26919 0.0 0.1 0.1 -0.2180
C 3.22225 -2.52584 2.90774 0.0 -0.1 0.0 0.0922
C 4.01550 -2.16461 4.00801 0.0 0.0 0.0 -0.8542
C 3.98502 -0.88306 4.47628 0.0 0.0 0.0 -1.0446
C 3.13473 0.06421 3.86440 0.0 0.0 0.0 0.8672
C 3.15664 1.41726 4.26537 0.0 0.0 0.0 -0.3446
C 2.39104 2.35060 3.62274 -0.1 0.0 -0.1 -1.0609
C 1.53591 1.91073 2.61640 0.0 0.1 0.1 0.0757
N 1.46837 0.64319 2.23579 0.0 -0.2 -0.1 0.4269
C 2.29730 -0.32156 2.78903 0.0 0.0 0.0 0.1958
H -1.15335 -3.24019 -3.97294 0.0 0.0 0.0 0.4603
H -1.88979 -2.56417 -1.69576 0.0 0.0 0.0 0.4612
H 1.28361 -3.50633 -4.40837 0.0 0.0 0.0 0.4678
H 3.64096 -3.40297 -3.54581 0.0 0.0 0.0 0.4282
H 5.15296 -2.92720 -1.65281 0.0 0.0 0.0 0.4065
H 4.28760 -2.28839 0.53660 0.0 0.0 0.0 0.5077
H 3.27273 -3.53677 2.52219 0.0 0.0 0.0 0.6150
H 4.65844 -2.90374 4.46515 0.0 0.0 0.0 0.4454
H 4.61365 -0.56828 5.29822 0.0 0.0 0.0 0.4270
H 3.80759 1.70594 5.08135 0.0 0.0 0.0 0.4645
H 2.40478 3.39526 3.89377 0.0 0.0 0.0 0.4600
H 0.85146 2.57540 2.10573 0.0 0.0 0.0 0.4954
O -1.52792 -0.00478 -3.95192 0.0 0.0 0.0 -0.4372
C -1.80271 0.67039 -3.03820 0.2 0.0 0.1 0.3725
O -1.00457 0.73730 -1.83034 0.0 0.0 0.0 -0.3168
C -2.91846 1.60937 -2.62759 0.0 -0.1 -0.1 -0.6880
P -2.10352 1.60085 -0.99961 -0.5 0.3 -0.2 1.6094
C -3.03161 0.65394 0.17883 0.1 -0.1 0.1 0.6385
C -3.02033 0.94033 1.54506 0.0 0.1 0.0 -0.0748
C -3.76691 0.16480 2.41683 0.0 0.0 0.0 -0.9715
C -4.51073 -0.90545 1.93475 0.0 0.0 0.0 -0.5672
C -4.51864 -1.20341 0.57810 0.0 0.0 0.0 -0.9568
C -3.78627 -0.42363 -0.30169 0.0 0.0 0.0 -0.4631
C -1.67121 3.24878 -0.54517 0.3 -0.1 0.2 0.4375
C -0.50927 3.80973 -1.07801 0.0 0.0 0.0 -0.5278
C -0.21483 5.13492 -0.80868 0.0 0.0 0.0 -0.7802
C -1.06759 5.88776 -0.01017 0.0 0.0 0.0 -0.5209
C -2.21962 5.32419 0.51976 0.0 0.0 0.0 -0.8012
C -2.52952 3.99815 0.25983 -0.1 0.1 -0.1 -0.2483
H -3.93151 1.24242 -2.76553 0.0 0.0 0.0 0.4346
H -2.80414 2.57543 -3.12178 0.0 0.0 0.0 0.4273
H -2.43908 1.77029 1.92367 0.0 0.0 0.0 0.4310
H -3.77546 0.39813 3.47271 0.0 0.0 0.0 0.4709
H -5.09464 -1.50585 2.61966 0.0 0.0 0.0 0.4579
H -5.10770 -2.02972 0.20437 0.0 0.0 0.0 0.4841
H -3.82002 -0.65764 -1.35975 0.0 0.0 0.0 0.2792
H 0.15996 3.21796 -1.69030 0.0 0.0 0.0 0.4604
H 0.67815 5.58216 -1.22310 0.0 0.0 0.0 0.4584
H -0.83447 6.92388 0.19515 0.0 0.0 0.0 0.4521
H -2.88498 5.91895 1.13028 0.0 0.0 0.0 0.4614
H -3.44487 3.57871 0.65743 0.0 0.0 0.0 0.4776
O -0.08556 1.23010 0.63236 0.1 -0.1 0.1 -0.3928
C 0.21043 0.30342 1.33259 0.0 0.1 -0.1 -0.2966

***

[2]
7
Properties=species:S:1:pos:R:3:forces:R:3:mulliken_charge:R:1 method="wB97M-V/def2-TZVPD" lumo_ev=0.2197 relative_energy_kcal_mol=5.5 multiplicity=1 homo_energy_ev=-9.7 smiles="NNP=O" charge=0 energy_ev=-14364.3311
N 0.41194 -0.97318 -0.77246 0.4 -2.6 2.0 -0.5445
N 0.20845 0.14180 -0.00376 0.9 3.8 -0.1 -0.0481
P -0.94512 0.61522 1.04304 -0.7 -0.3 0.3 0.2570
O -0.46980 1.96553 1.38111 -0.3 0.8 0.6 -0.4963
H 0.16257 -1.71169 -0.05663 0.7 0.3 -1.9 0.2680
H -0.19987 -1.07095 -1.56216 -0.5 0.4 -0.2 0.2491
H 0.83182 1.03327 -0.02914 -0.5 -2.3 -0.7 0.3148

***

[3]
85
Properties=species:S:1:pos:R:3:forces:R:3:mulliken_charge:R:1 method="wB97M-V/def2-TZVPD" lumo_ev=0.4393 multiplicity=1 homo_energy_ev=-7.3 smiles=CNC[PH2](CCCCSc1nnco1)C[C@H](C)I.CCN(CC)CC.CCN(CC)CC charge=0 energy_ev=-62429.3048
C 5.00849 -1.46607 -2.26772 0.1 -0.2 -1.0 -0.8499
N 4.46144 -2.79749 -2.52889 -0.2 0.1 0.5 -0.2979
C 3.07697 -3.01193 -2.13541 0.0 0.1 -0.3 -1.2150
P 1.80741 -2.34600 -3.41504 0.3 0.2 0.8 0.7364
C 0.37426 -2.72631 -2.26240 0.1 -0.2 -0.6 -0.7539
C -0.79947 -3.51796 -2.84525 -0.1 0.1 0.8 -0.2951
C -1.78083 -3.95055 -1.73735 0.1 -0.2 -0.7 -0.9356
C -2.96251 -3.02916 -1.50814 0.3 0.1 -0.2 -0.8799
S -2.57574 -1.41229 -0.78122 0.2 0.2 0.8 -0.1396
C -2.22369 -0.41242 -2.15546 -0.1 -0.7 0.5 0.3856
N -2.83896 -0.41111 -3.26457 -0.6 0.0 -1.2 -0.2533
N -2.20616 0.55073 -4.05403 -0.9 -0.4 -0.9 -0.5357
C -1.28520 1.04038 -3.34737 0.4 0.0 0.6 -0.1128
O -1.21601 0.47175 -2.11371 0.7 0.5 0.3 0.0494
C 0.71473 -1.56246 -4.79049 0.3 -0.3 -0.5 -0.4040
C 0.62995 -2.29675 -6.13404 -0.3 0.0 0.4 -0.7125
C 0.31179 -3.78259 -6.07996 0.1 0.1 -0.1 -1.1043
I 2.38960 -1.90798 -7.33506 0.0 -0.1 0.1 0.0081
H 6.05971 -1.53898 -2.01046 0.2 0.0 0.3 0.3093
H 4.96375 -0.83468 -3.15765 -0.1 0.3 0.0 0.2979
H 4.46359 -0.95267 -1.48678 -0.1 -0.1 0.3 0.2613
H 4.63391 -3.09161 -3.48050 0.0 0.0 -0.1 0.2948
H 2.89399 -2.47445 -1.20630 0.1 0.0 0.3 0.4444
H 2.92423 -4.07661 -1.94212 -0.1 -0.2 0.0 0.3813
H 2.44216 -1.07736 -3.25391 -0.1 0.0 -0.1 -0.1956
H 2.41725 -3.23313 -4.35712 -0.1 0.0 -0.2 -0.1590
H 0.06606 -1.78123 -1.82563 -0.1 0.2 0.0 0.0640
H 0.77190 -3.32049 -1.45042 0.2 -0.1 0.2 0.7131
H -1.36050 -2.97118 -3.59595 0.1 0.1 -0.3 0.2453
H -0.39783 -4.42092 -3.28924 0.0 -0.2 -0.3 0.4448
H -2.20855 -4.90534 -2.04136 -0.2 -0.2 0.0 0.4016
H -1.23569 -4.15815 -0.82294 0.0 0.1 0.3 0.3869
H -3.51616 -2.85817 -2.42358 -0.1 0.0 -0.2 0.4337
H -3.62598 -3.49760 -0.79303 -0.3 0.1 0.2 0.4852
H -0.58979 1.79684 -3.63193 0.3 0.3 0.1 0.4758
H 1.16816 -0.59763 -4.99551 0.0 0.3 0.1 0.8284
H -0.30217 -1.34504 -4.47506 -0.2 -0.1 0.2 -0.4454
H -0.16807 -1.83652 -6.69766 0.1 0.3 -0.4 0.6374
H 0.82868 -4.31778 -5.29324 0.3 -0.1 0.1 0.2109
H 0.55710 -4.24230 -7.02860 -0.1 -0.2 -0.1 0.4691
H -0.75173 -3.90741 -5.90437 -0.3 0.0 0.0 0.2937
C 0.40920 6.23723 1.34920 0.0 0.0 0.0 -1.4023
C 1.36288 5.16266 0.84784 -0.1 0.1 0.0 -0.3479
N 1.23241 3.90869 1.56397 0.1 -0.1 0.1 0.2814
C 2.32274 2.98143 1.31785 0.2 0.0 0.0 -0.7578
C 2.50056 2.43266 -0.10425 0.0 -0.1 0.0 -0.7092
C -0.09772 3.32921 1.58105 -0.3 0.1 0.0 -0.7678
C -0.76824 3.03444 0.23335 -0.1 -0.1 0.0 -0.6935
H 0.50878 6.37415 2.42655 0.0 0.0 0.0 0.3211
H 0.63685 7.18735 0.86428 0.0 0.0 0.0 0.4357
H -0.63175 6.00020 1.12498 0.0 0.0 0.0 0.2667
H 2.38390 5.52521 0.99262 0.1 -0.1 0.0 0.4708
H 1.22463 5.04379 -0.23864 0.0 0.0 0.0 0.2616
H 2.22698 2.14133 2.01133 -0.1 0.0 0.0 0.2968
H 3.25107 3.48580 1.60462 0.0 0.1 0.0 0.4173
H 1.73550 1.69813 -0.35647 0.0 0.0 0.0 0.0267
H 3.46639 1.92875 -0.18363 0.0 0.0 0.0 0.3783
H 2.48360 3.22367 -0.85485 0.0 0.0 0.0 0.2784
H -0.75426 3.99532 2.14800 0.1 0.1 0.0 0.2972
H -0.06420 2.40933 2.17105 0.2 0.0 -0.1 0.2146
H -0.69111 3.87262 -0.46147 0.0 0.0 0.0 0.3331
H -1.83234 2.84052 0.38929 0.0 0.0 0.0 0.4875
H -0.35052 2.15004 -0.24412 0.0 0.0 -0.1 -0.0349
C -3.48348 0.16346 7.15792 0.0 0.0 0.0 -1.4364
C -3.06811 -0.16949 5.73235 0.0 0.0 0.2 -0.3405
N -2.38057 0.92228 5.07124 0.0 0.1 -0.1 0.1306
C -2.25316 0.74343 3.63671 -0.1 0.0 -0.2 -0.5569
C -1.40810 -0.42930 3.12337 0.1 0.1 -0.1 -0.5477
C -1.20503 1.43281 5.75410 0.1 0.1 0.2 -0.6117
C -0.07092 0.44945 6.07213 0.1 0.1 0.0 -0.9650
H -4.06503 1.08557 7.18865 0.0 0.0 0.0 0.3342
H -4.10169 -0.64076 7.55909 0.0 0.0 0.0 0.4419
H -2.62441 0.27345 7.82107 0.0 0.0 0.0 0.2952
H -3.97411 -0.38841 5.16089 0.1 0.0 -0.1 0.4356
H -2.47355 -1.09683 5.74312 0.0 0.0 0.0 0.2637
H -1.87038 1.67243 3.20470 0.0 0.0 0.1 0.0998
H -3.26386 0.63430 3.22919 0.0 0.0 0.1 0.3868
H -0.34134 -0.25266 3.25930 0.0 0.0 0.1 0.0955
H -1.57774 -0.55683 2.05237 0.0 0.0 0.0 0.0052
H -1.66890 -1.37026 3.60909 0.0 0.0 0.0 0.4079
H -1.53022 1.88777 6.69364 -0.1 -0.1 0.0 0.3879
H -0.80289 2.26461 5.17012 -0.1 0.0 -0.1 0.2736
H -0.44069 -0.47596 6.51603 0.0 0.0 0.0 0.2507
H 0.61377 0.90278 6.79189 0.0 0.0 0.0 0.3962
H 0.51503 0.19624 5.18989 0.0 -0.1 0.0 0.2306

***

[4]
13
Properties=species:S:1:pos:R:3:forces:R:3:mulliken_charge:R:1 method="wB97M-V/def2-TZVPD" lumo_ev=0.8765 relative_energy_kcal_mol=38.0 multiplicity=1 homo_energy_ev=-9.2 smiles=C[C@@H](Cl)CN charge=0 energy_ev=-17251.3120
C -0.97736 1.28075 -0.33163 -0.8 -2.0 -1.4 -0.8116
C -0.53054 0.06821 0.41133 -1.2 -1.9 1.3 -0.0309
Cl -1.76652 -1.13469 -0.14472 -0.1 -1.5 -0.3 -0.2316
C 0.87305 -0.52600 0.57542 -1.3 -0.1 2.5 -0.6808
N 1.51522 -0.73973 -0.60534 1.8 -6.0 -0.2 -0.5059
H -1.02153 0.69174 -1.41105 -0.2 3.0 2.0 0.2611
H -2.03742 1.57608 0.14706 2.6 -0.3 -1.7 0.2651
H -0.13600 1.93008 -0.18618 -0.1 1.4 -0.5 0.2946
H -0.85827 0.06810 1.39052 -0.6 0.8 2.4 0.3845
H 0.80025 -1.60894 1.03270 -0.2 2.5 -0.1 0.3268
H 1.41006 0.17905 1.31400 -0.5 -1.0 -1.0 0.2624
H 1.23081 -1.71945 -0.93682 0.8 2.5 -0.1 0.2632
H 1.49825 -0.06519 -1.25529 -0.2 2.7 -2.9 0.2032

***

[5]
9
Properties=species:S:1:pos:R:3:forces:R:3:mulliken_charge:R:1 method="wB97M-V/def2-TZVPD" lumo_ev=-1.8088 relative_energy_kcal_mol=82.4 multiplicity=1 homo_energy_ev=-9.5 charge=0 energy_ev=-21857.7990
C 0.59682 2.53667 -0.07582 -0.3 -0.7 0.2 -0.2843
C 1.15581 -0.49541 0.95219 -0.3 -0.9 -0.3 -0.5024
N 0.29073 1.49182 0.36424 0.4 1.0 -0.2 0.1987
O 0.00484 0.35138 0.95111 -0.5 0.1 0.1 -0.1996
I -3.34448 0.38851 -2.21663 0.1 -0.4 -0.1 0.0077
I -2.95774 -2.15402 -2.99288 -0.1 0.4 0.1 -0.0122
H 1.59616 -0.45542 -0.06584 -0.2 -0.7 0.7 0.2624
H 0.80378 -1.44984 1.38770 -0.1 0.2 -1.2 0.2420
H 1.85407 -0.21370 1.69592 0.9 1.1 0.5 0.2876

***

[6]
46
Properties=species:S:1:pos:R:3:forces:R:3:mulliken_charge:R:1 method="wB97M-V/def2-TZVPD" lumo_ev="-7.5231 / -10.1385" relative_energy_kcal_mol=56.6 multiplicity=3 homo_energy_ev="-15.1 / -14.9" charge=+2 energy_ev=-70284.4277
Pr -0.05374 -0.01647 2.21726 3.0 -0.1 4.2 0.6537
Cl 2.24476 -0.49126 2.19379 3.1 -0.6 0.0 -0.2760
P -0.13420 -0.01527 -0.31840 -0.1 0.2 -5.9 1.2329
C -0.81213 1.51530 -0.95073 0.3 0.0 0.4 0.8857
C -1.97021 1.51759 -1.72258 -1.0 0.3 -0.2 -0.6023
C -2.44945 2.71075 -2.26364 0.1 -0.2 0.1 -0.6839
C -1.76886 3.90796 -2.03169 0.0 -0.2 0.0 -0.5143
C -0.60840 3.90761 -1.25390 0.3 -0.1 0.2 -0.7948
C -0.13384 2.71975 -0.70502 -0.1 0.6 0.2 -0.6213
C 1.53087 -0.17873 -0.95745 -0.4 -0.2 0.1 0.8076
C 2.22568 -1.37499 -0.72152 0.5 -0.6 0.0 -0.4837
C 3.48108 -1.56744 -1.27989 -0.3 -0.3 0.2 -0.7909
C 4.05915 -0.56632 -2.06542 -0.1 0.0 0.1 -0.4690
C 3.37291 0.62792 -2.28497 -0.5 0.3 0.1 -0.7470
C 2.10656 0.82025 -1.73024 1.0 0.8 -0.5 -0.3387
C -1.10558 -1.34416 -1.01291 -0.4 -0.9 0.7 0.6666
C -1.69747 -2.32685 -0.20723 0.1 -0.1 -0.1 -0.3503
C -2.48548 -3.31860 -0.78445 0.1 -0.1 0.1 -0.7019
C -2.67383 -3.35014 -2.16659 0.2 0.3 0.1 -0.5435
C -2.07315 -2.37875 -2.97063 0.2 0.2 0.4 -0.8383
C -1.28865 -1.37492 -2.38739 -0.1 -0.4 -1.0 -0.3662
H 1.78355 -2.13693 -0.07923 0.2 0.1 -0.3 0.4598
H 4.02120 -2.49472 -1.09414 -0.2 0.2 -0.1 0.4294
H 5.04768 -0.71402 -2.49586 -0.2 0.0 0.1 0.4325
H 3.82534 1.41506 -2.88666 -0.2 -0.2 0.1 0.4459
H 1.57894 1.75499 -1.89749 0.2 -0.3 -0.2 0.5181
H -2.50564 0.58915 -1.91035 0.0 0.4 0.1 0.5016
H -3.35578 2.70635 -2.86648 0.2 0.0 0.1 0.4407
H -2.14448 4.83841 -2.45249 0.1 -0.2 0.1 0.4349
H -0.07582 4.83784 -1.06821 -0.1 -0.2 0.0 0.4244
H 0.77092 2.71500 -0.09144 -0.3 0.2 -0.1 0.4848
H -1.53392 -2.31408 0.87226 -0.2 -0.1 -0.3 0.1251
H -2.94664 -4.07760 -0.15334 0.1 0.2 -0.2 0.4250
H -3.28036 -4.13205 -2.61904 0.1 0.2 0.1 0.4242
H -2.20959 -2.40070 -4.04870 0.0 0.0 0.2 0.4339
H -0.82879 -0.61924 -3.02147 0.0 -0.2 0.1 0.5719
H -1.25223 1.15071 2.03890 -2.4 2.4 -0.4 0.0060
H -1.62732 -0.59568 2.05558 -3.4 -1.2 -0.7 -0.0538
S -0.01233 -0.63792 6.93037 0.0 0.0 -0.4 -0.0294
C 1.31690 0.37465 6.49119 -0.9 -0.4 -1.1 -0.3219
C 1.30068 0.56897 5.14103 -0.8 -0.6 0.6 -0.3741
N 0.26129 -0.07816 4.46894 -0.4 -0.4 2.9 -0.0338
C -0.54193 -0.77437 5.31365 2.2 1.6 0.1 -0.0612
H 2.02822 0.77631 7.18627 0.0 0.0 0.3 0.4353
H 2.01416 1.15929 4.59680 0.1 0.0 -0.2 0.3775
H -1.40003 -1.33452 4.99353 -0.2 -0.1 0.0 0.3786

***

What did the sixth record say?
46
Properties=species:S:1:pos:R:3:forces:R:3:mulliken_charge:R:1 method="wB97M-V/def2-TZVPD" lumo_ev="-7.5231 / -10.1385" relative_energy_kcal_mol=56.6 multiplicity=3 homo_energy_ev="-15.1 / -14.9" charge=+2 energy_ev=-70284.4277
Pr -0.05374 -0.01647 2.21726 3.0 -0.1 4.2 0.6537
Cl 2.24476 -0.49126 2.19379 3.1 -0.6 0.0 -0.2760
P -0.13420 -0.01527 -0.31840 -0.1 0.2 -5.9 1.2329
C -0.81213 1.51530 -0.95073 0.3 0.0 0.4 0.8857
C -1.97021 1.51759 -1.72258 -1.0 0.3 -0.2 -0.6023
C -2.44945 2.71075 -2.26364 0.1 -0.2 0.1 -0.6839
C -1.76886 3.90796 -2.03169 0.0 -0.2 0.0 -0.5143
C -0.60840 3.90761 -1.25390 0.3 -0.1 0.2 -0.7948
C -0.13384 2.71975 -0.70502 -0.1 0.6 0.2 -0.6213
C 1.53087 -0.17873 -0.95745 -0.4 -0.2 0.1 0.8076
C 2.22568 -1.37499 -0.72152 0.5 -0.6 0.0 -0.4837
C 3.48108 -1.56744 -1.27989 -0.3 -0.3 0.2 -0.7909
C 4.05915 -0.56632 -2.06542 -0.1 0.0 0.1 -0.4690
C 3.37291 0.62792 -2.28497 -0.5 0.3 0.1 -0.7470
C 2.10656 0.82025 -1.73024 1.0 0.8 -0.5 -0.3387
C -1.10558 -1.34416 -1.01291 -0.4 -0.9 0.7 0.6666
C -1.69747 -2.32685 -0.20723 0.1 -0.1 -0.1 -0.3503
C -2.48548 -3.31860 -0.78445 0.1 -0.1 0.1 -0.7019
C -2.67383 -3.35014 -2.16659 0.2 0.3 0.1 -0.5435
C -2.07315 -2.37875 -2.97063 0.2 0.2 0.4 -0.8383
C -1.28865 -1.37492 -2.38739 -0.1 -0.4 -1.0 -0.3662
H 1.78355 -2.13693 -0.07923 0.2 0.1 -0.3 0.4598
H 4.02120 -2.49472 -1.09414 -0.2 0.2 -0.1 0.4294
H 5.04768 -0.71402 -2.49586 -0.2 0.0 0.1 0.4325
H 3.82534 1.41506 -2.88666 -0.2 -0.2 0.1 0.4459
H 1.57894 1.75499 -1.89749 0.2 -0.3 -0.2 0.5181
H -2.50564 0.58915 -1.91035 0.0 0.4 0.1 0.5016
H -3.35578 2.70635 -2.86648 0.2 0.0 0.1 0.4407
H -2.14448 4.83841 -2.45249 0.1 -0.2 0.1 0.4349
H -0.07582 4.83784 -1.06821 -0.1 -0.2 0.0 0.4244
H 0.77092 2.71500 -0.09144 -0.3 0.2 -0.1 0.4848
H -1.53392 -2.31408 0.87226 -0.2 -0.1 -0.3 0.1251
H -2.94664 -4.07760 -0.15334 0.1 0.2 -0.2 0.4250
H -3.28036 -4.13205 -2.61904 0.1 0.2 0.1 0.4242
H -2.20959 -2.40070 -4.04870 0.0 0.0 0.2 0.4339
H -0.82879 -0.61924 -3.02147 0.0 -0.2 0.1 0.5719
H -1.25223 1.15071 2.03890 -2.4 2.4 -0.4 0.0060
H -1.62732 -0.59568 2.05558 -3.4 -1.2 -0.7 -0.0538
S -0.01233 -0.63792 6.93037 0.0 0.0 -0.4 -0.0294
C 1.31690 0.37465 6.49119 -0.9 -0.4 -1.1 -0.3219
C 1.30068 0.56897 5.14103 -0.8 -0.6 0.6 -0.3741
N 0.26129 -0.07816 4.46894 -0.4 -0.4 2.9 -0.0338
C -0.54193 -0.77437 5.31365 2.2 1.6 0.1 -0.0612
H 2.02822 0.77631 7.18627 0.0 0.0 0.3 0.4353
H 2.01416 1.15929 4.59680 0.1 0.0 -0.2 0.3775
H -1.40003 -1.33452 4.99353 -0.2 -0.1 0.0 0.3786